{
  "formula": "C75H77FN3O22S2",
  "method": "ωB97M-V/def2-TZVPD",
  "elements": ["C", "C", "C", "C", "C", "C", "C", "C", "C", "S", "C", "O", "C", "C", "C", "O", "O", "N", "C", "C", "C", "C", "C", "C", "C", "N", "C", "C", "C", "C", "C", "C", "C", "O", "N", "S", "O", "O", "F", "H", "H", "H", "H", "H", "H", "H", "H", "H", "H", "H", "H", "H", "H", "H", "H", "H", "H", "H", "H", "H", "H", "H", "H", "H", "H", "H", "H", "H", "H", "H", "H", "H", "H", "H", "H", "H", "H", "H", "H", "H", "H", "H", "H", "H", "C", "C", "C", "O", "C", "C", "C", "O", "H", "H", "H", "H", "C", "C", "C", "O", "C", "C", "C", "O", "H", "H", "H", "H", "C", "C", "C", "O", "C", "C", "C", "O", "H", "H", "H", "H", "C", "C", "C", "O", "C", "C", "C", "O", "H", "H", "H", "H", "C", "C", "C", "O", "C", "C", "C", "O", "H", "H", "H", "H", "C", "C", "C", "O", "C", "C", "C", "O", "H", "H", "H", "H", "C", "C", "C", "O", "C", "C", "C", "O", "H", "H", "H", "H", "C", "C", "C", "O", "C", "C", "C", "O", "H", "H", "H", "H"],
  "coordinates": [[3.883576, 5.102329, -0.611940], [4.980367, 4.255613, 0.074292], [5.233635, 2.856572, -0.567165], [3.991444, 2.210395, -1.229536], [4.046500, 0.646301, -1.251765], [4.269031, -0.017879, 0.141645], [3.129814, -0.991141, 0.608267], [2.335852, -0.464160, 1.855122], [0.951916, 0.156011, 1.537797], [0.837271, 1.017871, -0.127944], [-0.234344, -0.869024, 1.440369], [0.094652, -2.240187, 1.481463], [-1.349564, -0.347415, 2.460054], [-1.383254, -1.338487, 3.660412], [-2.484719, -1.007444, 4.679516], [-2.196880, -0.896061, 5.829759], [-3.785034, -0.853474, 4.273056], [-2.591715, -0.133489, 1.729044], [-3.166276, -1.361667, 1.176765], [-4.555829, -0.975809, 0.557018], [-5.621419, -1.223582, 1.693281], [-0.720343, 1.004418, 2.901653], [-1.408120, 1.995687, 3.777253], [-2.672736, 2.633644, 3.101378], [-2.494696, 2.862561, 1.576203], [-2.867333, 4.248141, 1.191274], [-2.175629, 4.556047, -0.093916], [-2.543992, 3.648799, -1.256400], [-3.886937, 3.363873, -1.524518], [-4.226459, 2.542184, -2.583157], [-3.267640, 1.943624, -3.399783], [-1.944495, 2.207921, -3.113440], [-1.617616, 3.054587, -2.068905], [-0.274788, 3.272300, -1.852853], [0.459283, 1.238923, 2.424208], [1.448094, 2.627456, 2.691302], [1.763130, 2.636309, 4.056709], [0.691073, 3.752662, 2.330031], [2.701760, 2.523380, 1.810453], [4.089106, 5.167320, -1.687526], [3.947965, 6.121201, -0.202256], [2.882416, 4.717418, -0.385069], [5.930122, 4.807971, 0.000268], [4.780021, 4.131793, 1.150911], [5.715641, 2.231529, 0.187536], [5.972582, 3.004921, -1.371085], [3.035883, 2.587047, -0.851871], [4.029621, 2.502076, -2.292901], [3.106628, 0.322674, -1.726501], [4.841856, 0.388704, -1.966587], [5.188953, -0.612238, 0.074747], [4.423553, 0.718611, 0.934642], [3.626700, -1.900048, 0.981956], [2.462602, -1.323463, -0.195229], [2.970049, 0.190044, 2.468481], [2.123348, -1.350937, 2.475558], [0.927685, 0.034218, -1.054082], [-0.618937, -0.746121, 0.425710], [-0.292737, -2.631024, 0.693023], [-0.397150, -1.272177, 4.132422], [-1.565911, -2.362088, 3.314744], [-4.024502, 0.056916, 4.494378], [-2.368277, 0.480173, 0.947551], [-3.254929, -2.161837, 1.915893], [-2.572442, -1.784342, 0.331780], [-4.753240, -1.579561, -0.334753], [-4.470086, 0.091546, 0.311388], [-6.416885, -1.842605, 1.264978], [-5.960963, -0.242787, 2.039403], [-5.193894, -1.793788, 2.524531], [-0.778657, 2.802522, 4.157449], [-1.747649, 1.434887, 4.668187], [-3.567228, 2.051311, 3.343833], [-2.800165, 3.627079, 3.557186], [-3.219789, 2.221700, 1.059612], [-1.461139, 2.695340, 1.211740], [-2.377407, 4.863890, 1.840204], [-1.077723, 4.523592, 0.054897], [-2.396572, 5.606826, -0.337836], [-4.678048, 3.782126, -0.903493], [-5.277546, 2.349630, -2.796879], [-3.523491, 1.281861, -4.226473], [-1.152495, 1.739484, -3.702995], [0.186078, 2.609184, -2.380407], [-1.478823, -2.058430, -6.386037], [-0.927171, -0.882955, -6.113654], [-0.245381, -0.629475, -4.829806], [0.249691, 0.459240, -4.603311], [-0.190131, -1.737499, -3.848947], [-0.744108, -2.918386, -4.114105], [-1.434525, -3.171536, -5.407807], [-1.934534, -4.246052, -5.649234], [-1.979907, -2.256498, -7.323817], [-0.947527, -0.060188, -6.816791], [0.318626, -1.531010, -2.914428], [-0.718327, -3.742366, -3.412561], [5.543905, 1.415658, 4.065347], [5.506433, 1.058081, 5.347609], [6.335687, -0.068671, 5.847976], [6.302958, -0.399881, 7.017372], [7.201728, -0.775169, 4.873799], [7.234303, -0.412938, 3.594826], [6.409631, 0.709487, 3.092176], [6.440755, 1.037923, 1.921437], [4.947920, 2.233807, 3.676614], [4.871813, 1.567289, 6.082913], [7.798508, -1.593329, 5.257776], [7.859117, -0.917186, 2.869840], [-5.746251, 0.673462, -7.693723], [-6.956474, 1.146649, -7.972862], [-8.172765, 0.535793, -7.384270], [-9.276631, 0.963838, -7.638533], [-7.985140, -0.619287, -6.473153], [-6.772490, -1.091110, -6.193730], [-5.560249, -0.481408, -6.781489], [-4.446141, -0.904001, -6.535049], [-4.846232, 1.104377, -8.114509], [-7.110853, 1.988980, -8.635338], [-8.880684, -1.049550, -6.054276], [-6.618044, -1.933658, -5.531603], [8.302468, -5.502918, 2.560668], [7.746043, -6.325217, 1.674708], [7.044206, -5.804300, 0.475896], [6.534875, -6.550079, -0.330263], [6.988520, -4.331121, 0.302008], [7.544667, -3.509869, 1.187706], [8.246205, -4.032128, 2.387081], [8.754739, -3.282427, 3.195126], [8.817757, -5.864099, 3.441498], [7.777596, -7.401591, 1.784708], [6.473460, -3.969588, -0.579296], [7.512966, -2.432819, 1.076415], [2.899629, 4.988879, -6.950283], [1.648643, 5.408398, -7.123075], [0.515430, 4.759892, -6.418551], [-0.624816, 5.138635, -6.575885], [0.831392, 3.627720, -5.513691], [2.081230, 3.208530, -5.341291], [3.214525, 3.856358, -6.045107], [4.353667, 3.474846, -5.885538], [3.739288, 5.448553, -7.455783], [1.399966, 6.233151, -7.778687], [-0.006762, 3.167442, -5.007838], [2.329025, 2.383028, -4.685757], [-0.760861, -6.959119, -5.774304], [-1.092098, -8.248488, -5.755765], [-0.140534, -9.282715, -5.282285], [-0.440581, -10.455666, -5.266844], [1.196524, -8.825230, -4.827737], [1.528855, -7.537506, -4.845444], [0.576925, -6.503792, -5.318828], [0.884425, -5.327288, -5.330442], [-1.442151, -6.192045, -6.117069], [-2.062163, -8.600768, -6.082620], [1.877427, -9.594069, -4.485173], [2.499454, -7.185944, -4.518355], [-10.772025, 0.097910, 1.830219], [-10.915928, 0.416196, 3.113917], [-10.185066, -0.320124, 4.174949], [-10.314589, -0.034009, 5.343566], [-9.287913, -1.422825, 3.747336], [-9.146594, -1.738352, 2.463122], [-9.875196, -1.003438, 1.407935], [-9.739973, -1.294084, 0.239220], [-11.296477, 0.622016, 1.040967], [-11.565262, 1.217461, 3.442674], [-8.762181, -1.948622, 4.534359], [-8.498243, -2.539330, 2.133099], [2.664567, 2.543010, 9.345015], [2.628554, 2.184171, 10.625003], [3.454730, 1.058762, 11.132293], [3.419609, 0.731548, 12.296971], [4.321098, 0.353649, 10.156487], [4.357521, 0.712698, 8.874497], [3.531121, 1.835739, 8.374537], [3.562967, 2.168708, 7.200456], [2.069685, 3.359970, 8.955791], [2.002792, 2.688381, 11.350418], [4.916691, -0.463052, 10.544563], [4.991012, 0.204549, 8.139956]],
  "atomic_forces_ev_per_a": [[0.71, 0.12, 0.71], [0.17, -0.24, -0.38], [-0.17, 0.72, -0.27], [0.69, -0.60, -0.48], [-0.16, 1.07, 0.16], [-0.75, -0.60, -0.84], [0.66, 0.31, 0.96], [-0.49, -0.69, 0.01], [0.53, -1.15, -2.37], [0.13, 0.96, -0.02], [-0.38, 0.04, -0.39], [0.36, 0.43, 0.88], [1.63, -0.66, -1.11], [-1.26, 0.78, -0.41], [0.47, -0.03, 0.54], [0.23, 0.28, 0.58], [0.93, -0.01, -0.82], [0.41, -0.16, 0.87], [-0.46, 0.04, -1.76], [0.64, -0.75, 1.96], [0.31, 0.14, -1.25], [-1.15, 1.23, 0.91], [-0.81, -0.30, 0.53], [0.44, 0.37, -0.33], [-1.04, 0.74, 0.12], [0.99, -0.50, -0.30], [0.45, 0.45, -0.16], [-1.09, 0.51, 1.03], [0.07, -0.07, -0.20], [-0.93, -0.39, -0.41], [0.12, 0.17, 0.34], [-0.27, -0.48, -0.54], [1.35, -0.28, -0.29], [0.00, 0.10, 0.22], [1.18, -2.26, -1.11], [-1.12, 3.11, 2.39], [1.44, -1.67, 0.69], [-0.52, 0.16, -2.11], [-0.86, -0.88, 0.13], [-0.36, -0.10, 0.17], [-0.18, -0.21, -0.19], [0.13, 0.10, -0.39], [-0.28, -0.11, 0.20], [-0.10, 0.13, -0.26], [-0.22, -0.06, -0.22], [-0.12, -0.16, 0.26], [0.25, -0.19, 0.24], [-0.29, 0.08, 0.30], [0.30, -0.22, 0.19], [-0.11, -0.16, 0.39], [-0.15, 0.24, 0.19], [0.05, -0.03, -0.37], [-0.25, 0.16, -0.20], [0.12, 0.17, 0.14], [-0.18, -0.02, -0.27], [-0.02, 0.38, 0.00], [0.10, -0.13, 0.69], [-0.39, 0.39, 0.51], [0.08, -0.20, 0.09], [-0.39, -0.32, 0.27], [0.30, 0.26, -0.20], [-0.44, -0.20, 0.27], [-0.18, -0.06, 0.07], [-0.06, 0.37, 0.02], [0.21, 0.23, 0.45], [0.01, 0.26, 0.18], [-0.34, -0.35, -0.28], [-0.21, 0.51, 0.26], [-0.39, -0.45, 0.16], [-0.12, 0.33, -0.18], [0.26, -0.36, -0.32], [0.19, 0.14, -0.24], [0.22, 0.09, -0.32], [0.02, -0.39, 0.07], [0.53, 0.02, -0.09], [-0.27, -0.41, 0.25], [-0.36, 0.01, 0.11], [-0.35, -0.14, -0.12], [-0.11, -0.33, -0.04], [0.26, 0.02, -0.07], [0.18, 0.08, 0.13], [-0.09, 0.19, 0.21], [-0.24, 0.29, 0.23], [0.21, 0.26, -0.10], [-0.01, -0.12, -0.06], [0.02, 0.06, -0.08], [-0.01, -0.05, -0.26], [0.20, -0.02, 0.32], [-0.10, -0.04, 0.01], [0.04, 0.10, 0.13], [0.03, 0.01, -0.11], [-0.23, 0.28, 0.14], [-0.05, -0.04, 0.04], [0.01, 0.03, 0.04], [0.05, 0.00, -0.03], [0.00, -0.04, -0.07], [0.00, -0.13, -0.01], [-0.10, 0.20, 0.14], [0.10, 0.01, -0.16], [0.40, -0.24, -0.47], [0.06, -0.12, 0.07], [-0.01, 0.01, -0.06], [0.05, 0.10, 0.03], [0.13, -0.07, 0.23], [0.05, 0.04, 0.00], [0.34, -0.30, -0.44], [0.01, 0.00, -0.02], [0.06, 0.00, 0.05], [0.03, 0.03, -0.01], [0.07, 0.05, -0.04], [-0.15, 0.09, -0.07], [0.05, -0.03, 0.04], [0.18, -0.06, 0.04], [-0.09, -0.05, 0.07], [0.17, 0.08, -0.13], [-0.07, -0.01, 0.08], [0.02, -0.03, 0.03], [-0.05, -0.01, 0.01], [-0.15, -0.03, 0.03], [0.04, 0.00, -0.01], [-0.01, -0.08, -0.01], [0.05, 0.02, 0.08], [0.01, -0.08, -0.02], [-0.05, 0.01, -0.02], [-0.02, 0.11, 0.01], [-0.04, 0.01, -0.02], [0.05, -0.01, 0.03], [-0.07, 0.04, -0.01], [0.02, 0.04, 0.01], [-0.02, 0.00, -0.04], [0.01, -0.05, -0.02], [0.03, 0.00, -0.01], [-0.06, 0.06, -0.05], [0.10, 0.00, -0.02], [-0.04, 0.05, -0.02], [-0.02, -0.02, 0.00], [0.05, -0.04, 0.06], [-0.07, 0.00, 0.05], [0.05, 0.01, 0.00], [0.03, -0.02, 0.04], [0.03, -0.03, 0.02], [-0.05, -0.01, 0.01], [-0.05, 0.02, -0.06], [0.03, -0.04, -0.03], [-0.06, -0.09, -0.12], [0.06, 0.10, 0.02], [-0.07, -0.07, -0.02], [0.01, -0.02, 0.02], [0.09, 0.05, 0.03], [0.04, -0.03, 0.03], [-0.05, -0.02, -0.05], [0.04, 0.00, 0.07], [0.12, -0.12, 0.03], [0.02, -0.04, 0.00], [-0.03, -0.03, -0.02], [-0.01, 0.03, -0.02], [-0.06, 0.09, 0.05], [-0.02, 0.02, -0.09], [-0.04, 0.01, 0.00], [0.03, 0.03, 0.08], [0.07, -0.06, -0.04], [0.07, -0.06, 0.23], [-0.06, 0.02, -0.13], [0.05, 0.00, -0.12], [0.02, -0.04, -0.02], [0.01, -0.02, 0.05], [-0.04, 0.02, 0.04], [-0.05, -0.02, -0.04], [-0.07, 0.08, -0.04], [-0.05, 0.06, -0.05], [0.08, -0.07, 0.07], [-0.04, 0.02, 0.02], [-0.03, 0.07, -0.09], [0.02, -0.17, -0.14], [0.01, -0.03, 0.16], [-0.44, 0.21, 0.42], [0.02, 0.00, -0.02], [0.02, -0.03, 0.03], [-0.02, 0.00, 0.03], [-0.38, 0.33, 0.50]],
  "mulliken_charge": [-1.0656, -0.3630, -0.2987, 0.3601, -0.9082, 1.2238, -1.4104, -0.9074, -0.2988, 0.6578, -1.7504, -0.7025, 1.8349, -0.5470, -0.0509, -0.5381, -0.2830, 0.3103, -0.7426, -0.2838, -0.9090, -1.1141, -1.2888, -0.5271, 0.3483, -0.5569, -1.2897, 0.1471, -0.2709, -0.9835, -1.0605, 0.5464, 1.4152, -0.6130, 0.0184, 0.8514, -0.6219, -0.5732, 0.4629, 0.3206, 0.4325, 0.0729, 0.4426, 0.0554, -0.1791, 0.5401, -0.4585, 0.4357, -0.1002, 0.6713, 0.1568, -0.9021, 0.6474, 0.4221, 0.5577, 0.6321, 0.0820, 1.0924, 0.5402, 0.4227, 0.6110, 0.3046, 0.0284, 0.6883, 0.0706, 0.4514, -0.0037, 0.2381, 0.2753, 0.2350, 0.5269, 0.3326, -0.1310, 0.7420, -0.2712, 0.3300, 0.4064, 0.3764, 0.5561, 0.4620, 0.4037, 0.8446, -0.4625, 0.0725, -0.7299, -0.2459, 0.3521, -0.5156, -0.1163, -0.4322, 0.3748, -0.6361, 0.4212, 0.5004, 0.3925, 0.4835, -0.4490, -0.3365, 0.6834, -0.6147, -0.7648, -0.6974, 0.2281, -0.5437, 0.5908, 0.5936, 0.5238, 0.7040, -0.2621, -0.4107, 0.3315, -0.5342, -0.3775, -0.3667, 0.3672, -0.4216, 0.4271, 0.4098, 0.4292, 0.4412, -0.4304, -0.4216, 0.2718, -0.5374, -0.3862, -0.1579, 0.5638, -0.5313, 0.4240, 0.4090, 0.4708, 0.3661, -0.4538, -0.4019, 0.0495, -0.5480, -0.2237, -0.0991, -0.0380, -0.5469, 0.4321, 0.4300, 0.7461, 0.6154, -0.2290, -0.4367, 0.3002, -0.5340, -0.3788, -0.4088, 0.4771, -0.5431, 0.5221, 0.4289, 0.4079, 0.4262, -0.3897, -0.3390, 0.3335, -0.5381, -0.3776, -0.3208, 0.4798, -0.5691, 0.4208, 0.4156, 0.4384, 0.4462, -0.5412, -0.3898, 0.2386, -0.5335, -0.5167, -0.2327, 0.7016, -0.5815, 0.4276, 0.4143, 0.4729, 0.5175],
  "charge": 1,
  "multiplicity": 1,
  "max_force_ev_per_a": 4.1,
  "homo_ha": -0.3971
}